Record 1
DFT (wB97M-V/def2-TZVPD) results for C59H50I2MoN10O3S4 as an isolated structure at a distorted geometry.

The spin multiplicity is 3. As for the lowest unoccupied orbital energy (alpha / beta): -5.3 / -5.3 eV. The charge is +2. The energy comes out at -144415.5924 eV. As for the energy above the lowest of the compared OMol25 structures with the same formula, charge and spin: 537.0 kJ/mol. The orbital gap (alpha / beta) is 5.3 / 6.0 eV.

Element x y z (Å)
Mo (0.067, 0.208, 0.141)
I (-0.343, 7.313, -2.453)
C (0.088, 5.529, -1.410)
C (-0.394, 5.345, -0.125)
C (-0.163, 4.143, 0.512)
I (-0.981, 3.800, 2.418)
C (0.555, 3.100, -0.084)
O (0.740, 1.940, 0.508)
C (1.050, 3.332, -1.382)
C (1.725, 2.164, -2.036)
N (0.780, 1.036, -2.034)
C (-0.425, 1.317, -2.832)
C (-1.711, 1.085, -2.059)
C (-2.834, 0.893, -2.799)
C (-4.202, 0.790, -2.389)
C (-4.730, 1.210, -1.235)
C (-2.654, 1.124, 0.138)
N (-1.532, 1.138, -0.702)
C (0.804, 4.522, -2.040)
H (-0.947, 6.124, 0.377)
H (2.032, 2.426, -3.057)
H (2.611, 1.869, -1.459)
H (1.246, 0.231, -2.444)
H (-0.404, 2.370, -3.140)
H (-0.438, 0.714, -3.744)
H (-2.682, 0.798, -3.867)
H (-4.866, 0.354, -3.120)
H (-5.777, 1.074, -1.020)
H (-2.345, 1.377, 1.161)
H (1.164, 4.660, -3.050)
N (1.500, -1.038, 0.934)
S (1.949, -2.124, 1.827)
N (2.035, -3.644, 1.223)
S (2.039, -4.326, -0.163)
N (1.243, -3.744, -1.364)
S (0.838, -2.270, -1.935)
N (0.050, -1.294, -1.153)
C (-0.039, -2.763, -3.430)
C (-0.829, -3.899, -3.431)
C (-1.544, -4.225, -4.574)
C (-1.468, -3.421, -5.701)
C (-0.666, -2.289, -5.694)
C (0.044, -1.951, -4.553)
C (2.486, -1.703, -2.498)
C (3.261, -0.916, -1.657)
C (4.538, -0.552, -2.055)
C (5.038, -0.983, -3.275)
C (4.274, -1.806, -4.088)
C (2.998, -2.179, -3.696)
C (1.403, -5.987, 0.032)
C (0.719, -6.398, 1.160)
C (0.308, -7.721, 1.244)
C (0.587, -8.606, 0.214)
C (1.273, -8.179, -0.915)
C (1.683, -6.861, -1.009)
C (3.776, -4.683, -0.521)
C (4.400, -4.473, -1.736)
C (5.750, -4.769, -1.858)
C (6.452, -5.282, -0.778)
C (5.810, -5.513, 0.432)
C (4.466, -5.212, 0.562)
C (3.635, -1.649, 2.277)
C (3.778, -0.671, 3.252)
C (5.025, -0.113, 3.480)
C (6.116, -0.513, 2.722)
C (5.961, -1.475, 1.736)
C (4.714, -2.036, 1.504)
C (1.046, -2.664, 3.308)
C (1.647, -2.774, 4.549)
C (0.900, -3.257, 5.614)
C (-0.419, -3.640, 5.426)
C (-0.990, -3.580, 4.165)
C (-0.252, -3.100, 3.096)
H (-0.868, -4.520, -2.550)
H (-2.159, -5.111, -4.587)
H (-2.024, -3.681, -6.590)
H (-0.587, -1.674, -6.577)
H (0.686, -1.081, -4.553)
H (2.857, -0.599, -0.701)
H (5.137, 0.070, -1.408)
H (6.024, -0.681, -3.590)
H (4.667, -2.167, -5.025)
H (2.401, -2.833, -4.314)
H (0.523, -5.695, 1.955)
H (-0.223, -8.060, 2.119)
H (0.273, -9.635, 0.290)
H (1.496, -8.869, -1.713)
H (2.217, -6.503, -1.876)
H (3.834, -4.086, -2.567)
H (6.250, -4.606, -2.800)
H (7.501, -5.514, -0.878)
H (6.352, -5.926, 1.268)
H (3.944, -5.360, 1.494)
H (2.914, -0.349, 3.812)
H (5.141, 0.640, 4.244)
H (7.083, -0.063, 2.889)
H (6.803, -1.789, 1.138)
H (4.575, -2.766, 0.724)
H (2.682, -2.507, 4.688)
H (1.354, -3.338, 6.588)
H (-0.998, -4.005, 6.260)
H (-2.012, -3.890, 4.012)
H (-0.676, -3.056, 2.104)
N (-4.971, 5.688, 1.600)
C (-4.632, 4.514, 1.044)
C (-4.975, 3.278, 1.664)
C (-4.697, 2.092, 1.087)
C (-3.936, 1.957, -0.194)
C (-3.590, 3.298, -0.770)
C (-3.937, 4.471, -0.191)
S (-2.951, -0.706, 0.317)
O (-4.042, -1.007, 1.188)
O (-2.876, -1.373, -0.943)
N (-1.465, -0.955, 1.040)
C (-1.290, -0.495, 2.287)
N (-0.229, 0.351, 2.292)
C (0.260, 0.710, 3.480)
C (-0.369, 0.320, 4.648)
C (-1.553, -0.401, 4.524)
N (-2.001, -0.817, 3.349)
H (-5.515, 5.710, 2.446)
H (-4.803, 6.555, 1.116)
H (-5.493, 3.317, 2.611)
H (-5.005, 1.163, 1.542)
H (-3.088, 3.296, -1.725)
H (-3.702, 5.406, -0.683)
H (1.143, 1.337, 3.467)
H (0.019, 0.593, 5.612)
H (-2.157, -0.676, 5.377)

Record 2
DFT (wB97M-V/def2-TZVPD) results for C38H36CsF3N6OSSb as an isolated structure at a distorted geometry.

As for the lowest unoccupied orbital energy: 2.1 eV. The charge is -1. The energy comes out at -77054.2737 eV. As for the energy above the lowest of the compared OMol25 structures with the same formula, charge and spin: 27.4 kJ/mol. The orbital gap is 6.4 eV.

Element x y z (Å)
Cs (0.555, -0.426, 0.078)
O (-1.442, -4.774, 0.674)
C (-0.898, -3.649, 0.727)
N (-0.653, -2.803, -0.260)
C (-1.009, -3.380, -1.546)
C (-0.458, -2.614, -2.740)
C (-0.181, -3.300, -3.926)
C (0.289, -2.603, -5.023)
C (0.488, -1.232, -4.919)
C (0.191, -0.629, -3.713)
N (-0.272, -1.296, -2.649)
C (-0.492, -3.191, 2.143)
C (-1.069, -3.852, 3.226)
C (-0.732, -3.467, 4.511)
C (0.192, -2.448, 4.692)
C (0.727, -1.853, 3.564)
N (0.403, -2.205, 2.318)
H (-2.104, -3.461, -1.673)
H (-0.670, -4.419, -1.628)
H (-0.339, -4.370, -3.973)
H (0.505, -3.120, -5.951)
H (0.855, -0.642, -5.748)
H (0.313, 0.445, -3.587)
H (-1.762, -4.654, 3.014)
H (-1.179, -3.959, 5.367)
H (0.492, -2.113, 5.676)
H (1.450, -1.049, 3.661)
N (-1.740, 0.089, 3.641)
C (-2.644, 0.923, 2.840)
C (-2.330, 2.408, 2.992)
C (-2.552, 3.242, 1.732)
N (-1.759, 2.692, 0.635)
H (-1.819, -0.883, 3.363)
H (-1.982, 0.122, 4.625)
H (-3.701, 0.745, 3.064)
H (-2.507, 0.638, 1.800)
H (-1.278, 2.501, 3.286)
H (-2.919, 2.840, 3.808)
H (-2.290, 4.280, 1.968)
H (-3.610, 3.238, 1.448)
H (-0.811, 2.506, 0.957)
H (-1.620, 3.326, -0.144)
S (1.706, 2.550, -0.040)
C (1.459, 2.934, -1.722)
C (2.579, 3.177, -2.564)
C (2.416, 3.428, -3.902)
C (1.128, 3.460, -4.446)
C (0.086, 3.243, -3.571)
N (0.218, 2.989, -2.260)
H (3.561, 3.139, -2.114)
H (3.285, 3.598, -4.529)
H (0.943, 3.658, -5.493)
H (-0.935, 3.267, -3.946)
F (-5.946, 5.853, -3.513)
C (-5.226, 4.775, -3.113)
C (-3.960, 4.971, -2.610)
C (-3.235, 3.851, -2.202)
C (-3.759, 2.562, -2.296)
C (-5.049, 2.425, -2.823)
C (-5.793, 3.522, -3.233)
Sb (-2.615, 0.828, -1.702)
C (-3.317, -0.235, -3.473)
C (-3.860, -1.519, -3.447)
C (-4.185, -2.202, -4.618)
C (-3.949, -1.578, -5.822)
F (-4.261, -2.233, -6.970)
C (-3.409, -0.312, -5.907)
C (-3.098, 0.347, -4.724)
C (-4.081, -0.041, -0.392)
C (-5.237, 0.593, 0.065)
C (-6.065, -0.014, 1.005)
C (-5.709, -1.254, 1.491)
F (-6.507, -1.842, 2.417)
C (-4.570, -1.915, 1.085)
C (-3.759, -1.295, 0.140)
H (-3.551, 5.971, -2.548)
H (-2.225, 4.006, -1.833)
H (-5.486, 1.438, -2.928)
H (-6.788, 3.418, -3.647)
H (-4.046, -2.018, -2.499)
H (-4.606, -3.199, -4.599)
H (-3.233, 0.136, -6.876)
H (-2.671, 1.345, -4.794)
H (-5.511, 1.576, -0.302)
H (-6.965, 0.465, 1.369)
H (-4.315, -2.878, 1.509)
H (-2.834, -1.796, -0.145)

Record 3
DFT (wB97M-V/def2-TZVPD) results for C24H28BrF9MnN2O4PS as an isolated structure.

The spin multiplicity is 6. As for the lowest unoccupied orbital energy (alpha / beta): 2.4 / 2.4 eV. The charge is -1. The energy comes out at -182462.6736 eV. The orbital gap (alpha / beta) is 7.6 / 7.7 eV.

Element x y z (Å)
Mn (-0.970, -0.125, 0.410)
O (-0.841, 2.070, 0.821)
N (-1.502, 3.048, 0.247)
C (-1.397, 4.278, 0.792)
C (-2.059, 5.360, 0.278)
C (-2.874, 5.172, -0.842)
C (-2.964, 3.924, -1.403)
C (-2.255, 2.823, -0.880)
S (-2.289, 1.284, -1.593)
H (-0.755, 4.326, 1.658)
H (-1.947, 6.328, 0.743)
H (-3.429, 6.001, -1.263)
H (-3.575, 3.731, -2.272)
Br (3.845, -1.295, 6.770)
C (2.921, -0.553, 5.277)
C (3.598, 0.298, 4.421)
N (3.002, 0.854, 3.373)
C (1.725, 0.555, 3.139)
C (0.981, -0.305, 3.935)
C (1.594, -0.861, 5.047)
C (-0.479, -0.662, 3.618)
O (-1.166, -1.001, 4.570)
O (-0.831, -0.633, 2.391)
H (4.642, 0.543, 4.576)
H (1.262, 1.027, 2.282)
H (1.028, -1.519, 5.692)
C (3.829, -1.083, -0.820)
C (2.365, -1.516, -0.843)
C (2.001, -2.258, 0.452)
P (1.095, -0.170, -1.206)
C (0.608, -0.629, -2.947)
C (1.766, -0.698, -3.940)
C (-0.181, -1.943, -2.948)
C (2.048, 1.407, -1.532)
C (1.207, 2.356, -2.392)
C (2.413, 2.105, -0.222)
H (4.458, -1.963, -0.658)
H (4.020, -0.383, -0.006)
H (4.137, -0.626, -1.761)
H (2.234, -2.225, -1.663)
H (2.384, -1.725, 1.321)
H (2.435, -3.261, 0.453)
H (0.920, -2.362, 0.568)
H (-0.079, 0.168, -3.244)
H (2.435, -1.529, -3.708)
H (2.356, 0.220, -3.969)
H (1.363, -0.868, -4.942)
H (0.468, -2.795, -2.732)
H (-0.630, -2.109, -3.930)
H (-0.979, -1.924, -2.206)
H (2.963, 1.147, -2.069)
H (0.185, 2.414, -2.015)
H (1.160, 2.039, -3.434)
H (1.642, 3.358, -2.361)
H (1.500, 2.421, 0.289)
H (3.014, 2.995, -0.429)
H (2.978, 1.468, 0.455)
F (-1.970, -4.326, 0.564)
C (-3.036, -3.601, 0.932)
F (-4.096, -4.446, 0.974)
F (-2.813, -3.171, 2.179)
C (-3.233, -2.395, -0.056)
O (-2.064, -1.843, -0.353)
C (-4.256, -1.393, 0.616)
F (-5.104, -1.978, 1.481)
F (-5.016, -0.752, -0.287)
F (-3.592, -0.454, 1.311)
C (-3.902, -2.950, -1.360)
F (-3.259, -4.052, -1.798)
F (-3.842, -2.046, -2.347)
F (-5.201, -3.289, -1.199)